# 1
Formula: C27H34N4O6S
Source: OMol25
Level of theory: ωB97M-V with the def2-TZVPD basis set

Geometry as XYZ:
```
72
Properties=species:S:1:pos:R:3:forces:R:3
C -8.101701 -4.465627 0.113789 0.18 0.39 0.03
C -8.122654 -2.953373 0.281705 -0.44 -0.23 -0.23
H -8.577499 -2.484197 -0.596772 0.03 -0.02 0.21
H -8.667188 -2.664016 1.183359 0.06 0.00 -0.13
O -6.809846 -2.425193 0.463133 0.34 0.07 -0.01
C -6.090395 -2.240309 -0.670258 -0.02 -0.01 0.17
O -6.514089 -2.444525 -1.783780 -0.31 -0.12 -0.32
N -4.842642 -1.795831 -0.402203 -0.02 0.09 0.11
C -4.374023 -1.482247 0.932099 0.00 -0.05 0.43
H -3.920507 -2.369613 1.391153 -0.06 0.09 0.06
C -3.356529 -0.339984 0.875440 -0.19 0.00 -0.09
H -3.306943 0.153831 1.846944 0.03 -0.03 0.01
H -2.360575 -0.709030 0.634195 -0.01 0.04 0.05
C -3.790586 0.656033 -0.204368 0.26 -0.39 0.02
N -3.031312 1.889026 -0.135673 -0.12 0.17 0.02
C -1.687721 1.969915 -0.223940 -0.09 -0.18 -0.01
O -0.953300 0.997101 -0.369541 0.10 -0.26 -0.05
C -1.321576 3.404095 -0.117878 -0.16 0.68 0.07
C -2.519375 4.118392 0.015759 0.26 -0.21 -0.04
C -2.559184 5.491420 0.137026 0.08 -0.05 -0.01
C -1.355366 6.177170 0.127604 -0.20 -0.10 0.00
C -0.165330 5.485825 0.001937 0.23 -0.16 -0.03
C -0.101946 4.095922 -0.124209 -0.28 0.37 0.06
C 1.305125 3.565792 -0.246181 0.18 -0.18 -0.01
O 2.244054 4.337523 -0.166648 0.04 0.02 -0.02
N 1.425683 2.232729 -0.445903 -0.36 -0.13 -0.01
C 2.589447 1.495277 -0.624562 0.52 -0.07 -0.04
C 2.438575 0.112788 -0.784396 0.08 0.04 0.03
C 3.543107 -0.692146 -0.970225 -0.14 -0.05 -0.01
C 4.803939 -0.123216 -1.004001 0.69 -0.33 -0.11
C 4.967582 1.240911 -0.857552 0.05 -0.07 -0.05
C 3.866615 2.056238 -0.666675 -0.03 0.16 0.03
H 3.985716 3.120623 -0.553298 0.01 -0.02 -0.01
H 5.962749 1.653339 -0.915294 0.08 0.12 0.01
S 6.235060 -1.186302 -1.170645 -0.13 -0.17 0.16
O 7.372513 -0.373903 -1.486366 -0.13 0.27 0.27
O 5.906082 -2.280698 -2.037927 -0.26 0.00 0.17
N 6.471318 -1.813089 0.351493 -0.02 0.31 -1.08
C 6.877114 -0.851002 1.355611 0.51 0.37 0.17
C 8.396361 -0.776594 1.454806 -0.23 0.08 0.07
H 8.688472 -0.035969 2.195417 0.10 0.08 0.09
H 8.797871 -0.495892 0.485761 0.10 0.03 -0.01
H 8.804996 -1.743281 1.736114 0.07 -0.10 0.05
H 6.441828 -1.137917 2.317037 -0.08 0.01 -0.12
H 6.481098 0.135391 1.087400 -0.03 -0.02 0.23
C 5.656835 -2.934334 0.749057 -0.30 -0.52 0.04
C 6.460499 -3.962543 1.539636 -0.15 0.25 -0.17
H 7.318326 -4.282455 0.955476 0.10 -0.06 -0.04
H 5.838469 -4.826909 1.757822 -0.04 -0.09 0.08
H 6.814116 -3.542346 2.478004 0.07 -0.01 0.14
H 5.305099 -3.385572 -0.179457 -0.13 -0.10 0.20
H 4.787533 -2.600810 1.337454 0.05 -0.02 -0.10
H 3.444045 -1.756543 -1.111575 -0.12 -0.13 -0.02
H 1.446481 -0.313192 -0.763317 -0.10 -0.07 -0.01
H 0.569300 1.663114 -0.456417 0.01 0.23 0.03
H 0.774625 6.017697 -0.001355 0.03 0.00 0.00
H -1.343976 7.252215 0.219522 0.02 0.10 0.01
H -3.500292 6.010333 0.236246 -0.11 0.08 0.01
C -3.673758 3.170155 0.004548 -0.23 0.18 0.03
H -4.354028 3.362635 -0.833689 0.03 -0.01 0.06
H -4.254830 3.220982 0.933196 0.03 0.00 -0.06
C -3.667914 -0.001457 -1.590537 -0.09 -0.10 0.05
H -4.378966 0.459100 -2.276977 -0.01 0.01 -0.04
C -3.926790 -1.511608 -1.482370 -0.01 0.05 -0.38
H -2.990434 -2.044060 -1.292185 -0.02 0.01 -0.06
H -4.370329 -1.895355 -2.401524 0.16 -0.01 0.12
H -2.662002 0.159161 -1.976882 -0.02 0.04 -0.01
H -4.836150 0.927327 -0.020724 0.10 0.01 -0.01
H -5.237152 -1.193766 1.536052 0.17 -0.03 -0.02
H -9.119424 -4.838833 0.045027 -0.11 -0.08 0.00
H -7.606546 -4.932405 0.962045 0.00 -0.08 0.08
H -7.567735 -4.725885 -0.796588 0.00 -0.06 -0.06
```
Forces are in eV/Å.

The total energy comes out at -57633.667 eV. For the relative energy (zero: lowest compared OMol25 entry of this formula, charge and spin), the calculation gives 16.87 kJ/mol. As for the spin multiplicity: 1. The SMILES is CCOC(=O)N1CCC(N2Cc3cccc(C(=O)Nc4ccc(S(=O)(=O)N(CC)CC)cc4)c3C2=O)CC1. Its net charge is 0. The gap between HOMO and LUMO is 8.3 eV. Its HOMO energy is -0.314 Eh. Its molar mass is 542.658 Da.

---

# 2
Formula: C27H35AsCeN4O6
Source: OMol25
Level of theory: ωB97M-V with the def2-TZVPD basis set

Geometry as XYZ:
```
74
Properties=species:S:1:pos:R:3:forces:R:3
O -1.305961 0.450218 -2.858804 2.87 0.85 2.23
H -2.264810 -0.399994 -3.376541 0.12 -0.94 0.66
Ce 0.604142 0.415590 -0.566112 -1.51 -3.98 0.54
N 1.685481 -1.742062 -0.482484 -0.29 -2.40 0.61
N -0.734786 -1.646823 0.024169 1.02 -2.21 0.24
N 0.880380 2.726685 0.076210 -0.21 2.94 1.34
N -1.094387 1.427035 0.975518 -1.35 2.75 2.00
O 2.937179 -1.599687 -0.711779 0.08 0.53 0.03
O 2.007952 3.430579 -0.402419 -0.74 -0.48 0.16
O -2.114434 0.717246 1.561557 0.93 0.78 -0.73
O -1.997162 -1.473313 0.298090 -0.63 0.67 0.10
C -0.221627 -2.912486 0.109325 -1.63 2.75 0.17
C 1.168768 -2.969915 -0.140148 1.52 2.76 -0.70
C 0.105567 3.441269 0.905826 2.97 -1.05 -1.93
C -0.987439 2.689967 1.448723 -1.28 -3.80 -0.11
C 2.002912 -4.182500 0.039176 0.25 -0.19 -0.23
H 1.504864 -5.051336 -0.412916 0.19 0.18 0.15
H 2.157957 -4.403765 1.108938 -0.08 0.11 -0.31
H 2.979919 -4.036875 -0.434213 -0.22 -0.02 0.14
C -1.013379 -4.102523 0.520196 -0.28 -0.08 -0.22
H -2.081109 -3.907490 0.383448 0.22 -0.02 0.09
H -0.829190 -4.353087 1.575851 -0.02 0.15 -0.31
H -0.721192 -4.971925 -0.084867 -0.11 0.21 0.17
C 0.419571 4.835594 1.312513 -0.10 0.39 -0.34
C -1.858932 3.193191 2.546426 -0.23 0.42 -0.10
H 1.064082 5.301402 0.560631 -0.13 -0.09 0.24
H 0.936413 4.858576 2.285040 -0.21 -0.16 -0.34
H -0.503333 5.420291 1.412512 0.25 -0.14 -0.02
H -2.892146 2.855658 2.407425 0.28 -0.04 0.04
H -1.850265 4.287909 2.575557 -0.01 -0.27 0.02
H -1.504277 2.837595 3.526297 -0.03 -0.08 -0.31
H 2.351645 2.858815 -1.125446 -0.31 0.16 0.46
H -2.130244 -0.174991 1.020426 -0.10 -0.45 -0.13
C -2.848343 0.108419 -4.169853 -1.88 1.37 -2.76
H -2.201125 0.283641 -5.031248 -0.18 -0.24 0.01
H -3.218845 1.082029 -3.857583 -0.08 -0.27 0.14
H -3.695745 -0.508425 -4.475460 0.12 -0.45 0.29
O 2.011394 0.996900 -1.815643 1.43 0.81 -1.78
H -0.661285 0.603415 -3.574023 -0.40 -0.20 -0.13
H 2.783691 0.742697 -2.352576 -0.28 -0.07 0.34
C 0.679705 3.395590 5.463621 -0.02 0.02 -0.15
C 1.578298 3.556649 4.403076 0.10 -0.21 0.09
C 1.849572 2.483993 3.549833 -0.30 0.15 0.10
C 1.192823 1.263229 3.733296 -0.14 -0.06 -0.31
C 0.311997 1.089850 4.802460 0.09 0.35 0.00
C 0.046121 2.167692 5.658212 0.15 -0.19 0.02
As 1.584088 -0.133155 2.390684 0.27 -0.50 1.63
C 3.357023 -0.600456 3.112771 0.24 0.21 -0.64
C 4.378231 -0.929923 2.213868 -0.04 -0.02 0.26
C 5.628629 -1.313389 2.705001 0.02 0.00 0.16
C 5.861267 -1.358173 4.083934 -0.20 0.02 -0.15
C 4.842209 -1.010397 4.976956 -0.30 0.11 -0.27
C 3.587673 -0.617200 4.490825 0.24 -0.11 -0.01
C 0.603050 -1.667132 3.157383 0.05 -0.03 -0.43
C 1.259774 -2.856529 3.490339 -0.16 0.03 0.11
C 0.520464 -3.938511 3.985867 0.10 0.16 -0.02
C -0.864738 -3.836363 4.134699 0.01 0.12 0.07
C -1.518718 -2.654676 3.775270 0.17 0.01 0.03
C -0.783024 -1.580769 3.272366 -0.18 -0.06 0.25
H 0.481354 4.230693 6.138888 0.04 -0.28 -0.22
H 2.084035 4.512693 4.247237 -0.11 -0.29 0.15
H 2.573264 2.592374 2.736375 -0.20 0.06 0.20
H -0.146847 0.119132 4.981618 0.01 0.29 -0.04
H -0.649068 2.026878 6.489302 0.26 0.09 -0.24
H 4.185346 -0.899132 1.141059 0.08 -0.10 0.21
H 6.420577 -1.581348 2.002862 -0.22 0.09 0.25
H 6.837429 -1.663898 4.465004 -0.30 0.10 -0.13
H 5.011107 -1.039873 6.053731 0.00 0.02 -0.30
H 2.794256 -0.324972 5.181470 0.25 -0.14 -0.13
H 2.344956 -2.924747 3.392410 -0.32 -0.07 0.04
H 1.042949 -4.854665 4.272897 -0.21 0.28 -0.11
H -1.436755 -4.674160 4.540728 0.21 0.26 -0.15
H -2.599467 -2.552761 3.889848 0.32 -0.11 -0.05
H -1.291583 -0.653166 3.008076 0.11 -0.39 0.10
```
Forces are in eV/Å.

The total energy comes out at -120565.376 eV. For the relative energy (zero: lowest compared OMol25 entry of this formula, charge and spin), the calculation gives 139.43 kJ/mol. As for the spin multiplicity: 2. Its net charge is +1. The gap between HOMO and LUMO (spin up / spin down) is 4.9 / 4.6 eV. Its HOMO energy (spin up / spin down) is -0.347 / -0.348 Eh. Its molar mass is 726.637 Da. The expectation value of S² is 0.755.

---

# 3
Formula: C27H35BBiF6N13O4S4
Source: OMol25
Level of theory: ωB97M-V with the def2-TZVPD basis set

Geometry as XYZ:
```
91
Properties=species:S:1:pos:R:3:forces:R:3
Bi -0.244518 -0.093024 0.255195 -0.04 -0.10 -0.07
C 2.996079 -0.015919 0.469615 0.02 -0.02 0.01
N 1.928520 -0.420154 1.432231 -0.02 0.02 0.00
C 2.101036 0.382581 2.654293 0.00 0.00 0.00
C 2.061529 -1.857614 1.634743 -0.01 0.00 0.02
C 2.801199 -2.415830 2.661723 -0.01 0.01 0.01
C 2.992835 -3.790947 2.721293 0.00 -0.01 -0.01
C 2.461608 -4.594433 1.722307 0.01 0.00 0.01
C 1.724354 -4.044778 0.687061 -0.01 0.01 0.00
C 1.497022 -2.664462 0.631733 -0.02 -0.04 0.00
N 0.717618 -2.036910 -0.303350 0.03 0.01 -0.05
C 0.422044 -2.607510 -1.549564 0.01 0.00 0.01
C 1.433097 -2.935609 -2.449351 0.00 -0.01 0.00
C 1.133336 -3.384325 -3.726730 0.00 0.00 0.00
C -0.191641 -3.498092 -4.125277 0.01 -0.01 0.00
C -1.209795 -3.181437 -3.233978 -0.01 -0.01 0.02
C -0.915745 -2.746606 -1.948238 0.00 0.00 -0.02
N -1.923366 -2.446845 -0.975531 -0.01 0.01 0.00
C -2.067006 -3.599757 -0.073180 0.00 0.01 0.01
C -3.228681 -2.087379 -1.516667 -0.01 0.00 -0.01
H 3.961171 -0.334132 0.870768 0.00 0.00 0.00
H 2.826153 -0.492123 -0.492570 0.00 0.01 0.00
H 2.989271 1.060754 0.360430 0.00 0.06 -0.01
H 3.095179 0.225005 3.078290 0.00 0.00 0.00
H 2.023545 1.434298 2.390620 0.00 0.02 -0.01
H 1.337952 0.128019 3.386236 -0.01 0.01 0.00
H 3.241656 -1.788031 3.424123 0.00 0.00 0.00
H 3.566733 -4.222119 3.529939 0.00 0.00 0.00
H 2.617689 -5.665426 1.750884 0.00 0.00 0.00
H 1.308581 -4.676588 -0.087912 0.00 0.00 0.00
H 2.463505 -2.808497 -2.138997 0.00 0.00 0.00
H 1.933889 -3.632253 -4.411940 0.00 0.00 0.00
H -0.437576 -3.841875 -5.122012 0.00 0.00 0.00
H -2.240489 -3.281379 -3.547590 0.00 0.00 0.00
H -2.351452 -4.496272 -0.639953 0.00 0.00 0.00
H -1.129735 -3.788861 0.447474 0.01 0.00 0.00
H -2.840159 -3.391705 0.664128 0.00 0.01 0.00
H -3.752672 -2.944352 -1.961231 0.00 0.00 0.00
H -3.842361 -1.702381 -0.701349 0.00 0.00 0.00
H -3.123611 -1.308409 -2.267868 -0.01 -0.02 0.01
C -0.007927 -1.855746 4.714146 0.02 0.00 0.01
N -0.860842 -0.687835 4.573927 0.01 0.02 -0.01
C -1.109581 0.233258 5.567135 -0.02 -0.01 0.00
C -2.071447 1.058268 5.094349 0.03 0.00 0.00
N -2.415218 0.643282 3.831790 -0.01 0.03 0.00
B -3.605551 1.262854 3.034993 -0.01 -0.05 0.00
N -3.167335 1.911363 1.669746 0.05 0.05 0.01
C -4.145812 2.309147 0.790606 -0.01 0.02 0.01
C -3.571244 3.065567 -0.172151 0.01 -0.02 0.00
N -2.229884 3.117752 0.115305 -0.01 0.05 0.04
C -1.222692 3.832298 -0.656098 0.00 -0.01 -0.01
C -1.994491 2.411696 1.245946 -0.01 -0.06 -0.03
S -0.420692 2.186903 1.925837 -0.01 0.05 -0.02
C -1.658908 -0.410063 3.520963 -0.06 -0.03 -0.01
S -1.718975 -1.342287 2.065802 0.08 -0.02 0.06
H 0.842046 -1.597193 5.342336 0.00 0.00 0.00
H 0.345434 -2.168136 3.736232 -0.01 -0.01 -0.01
H -0.563267 -2.674558 5.170750 0.00 0.00 0.01
H -0.586516 0.212178 6.506035 0.00 0.00 0.00
H -2.542091 1.913314 5.542795 0.00 0.00 0.00
H -4.417704 0.409108 2.780952 0.02 -0.01 -0.01
H -4.052685 2.136304 3.736581 -0.02 0.00 -0.01
H -5.173744 2.032914 0.942273 0.00 0.00 0.00
H -3.993205 3.580614 -1.016394 0.00 0.01 0.00
H -1.736022 4.470955 -1.371700 0.00 0.00 0.00
H -0.585406 3.129138 -1.184922 0.02 -0.01 -0.01
H -0.610031 4.441013 0.003579 0.02 0.01 0.00
F 4.964437 4.370451 -1.043906 0.01 0.00 0.00
C 4.098609 5.217065 -0.493341 -0.01 -0.01 0.01
F 4.629902 5.705503 0.628133 0.00 0.01 0.01
F 3.884143 6.222575 -1.339017 0.01 0.02 -0.02
S 2.516761 4.362081 -0.092531 0.02 0.00 0.01
O 2.895815 3.293586 0.793469 -0.02 -0.05 -0.01
O 1.657947 5.403065 0.376973 -0.03 -0.01 -0.01
N 2.032841 3.866197 -1.516374 -0.01 -0.05 0.03
S 2.210162 2.393691 -2.011273 -0.06 0.05 -0.05
O 3.544028 1.880582 -2.098275 0.00 -0.01 0.03
O 1.195419 1.490553 -1.492089 0.06 -0.02 0.04
C 1.661706 2.660580 -3.747811 0.01 0.01 0.03
F 1.765234 1.493701 -4.405359 0.00 -0.02 -0.02
F 0.382607 3.042917 -3.797722 -0.01 0.00 -0.01
F 2.407227 3.560126 -4.369028 0.01 0.01 -0.01
N -0.591619 -0.328052 -5.329330 -0.01 0.03 0.00
N -1.233947 0.335484 -4.296947 0.01 -0.03 -0.02
N -2.225229 1.172593 -4.502065 -0.01 0.00 0.01
C -2.550678 1.490554 -3.258616 0.00 -0.05 -0.05
N -1.796782 0.845191 -2.353594 -0.04 0.17 0.02
N -0.949574 0.124691 -3.041713 0.03 0.01 0.07
H 0.113817 0.296800 -5.707101 0.02 0.00 0.01
H -0.132795 -1.130287 -4.902367 -0.01 -0.01 -0.01
H -3.343036 2.173626 -3.010728 0.00 0.00 0.00
```
Forces are in eV/Å.

The total energy comes out at -122291.252 eV. For the relative energy (zero: lowest compared OMol25 entry of this formula, charge and spin), the calculation gives 44.55 kJ/mol. As for the spin multiplicity: 1. Its net charge is 0. The gap between HOMO and LUMO is 7.6 eV. Its HOMO energy is -0.282 Eh. Its molar mass is 1067.712 Da.